Density functional theory data (wB97M-V/def2-TZVPD) for a structure of composition C28H54BiP2Si.

Each line ends with the Mulliken charge.
Geometry (Å):
Bi: -0.132 0.974 -2.020  0.708
P: 3.112 2.903 -0.207  0.600
P: -2.985 -0.349 -1.906  1.088
Si: -1.302 1.474 1.721  0.144
C: 0.998 -1.834 4.348  0.442
C: -0.327 0.781 -5.126  -1.039
C: -1.475 -1.707 -4.047  -0.654
C: -0.039 0.793 0.507  -0.444
C: 3.281 -1.941 3.159  -1.571
C: 0.774 -0.970 -2.875  -0.506
C: 1.372 -0.923 5.452  -1.265
C: -0.635 1.330 3.473  -0.590
C: -1.873 3.240 1.441  -1.037
C: -0.219 -3.211 2.979  0.360
C: -4.214 0.923 -2.343  -1.348
C: -1.355 -3.980 2.409  -1.316
C: 4.523 2.490 -1.292  -1.353
C: -2.798 0.332 1.607  -0.145
C: 0.021 -1.918 -3.818  -1.111
C: 0.788 3.306 -1.993  -1.130
C: 1.181 0.663 -4.798  -0.956
C: -2.113 -0.359 -3.625  -0.908
C: -1.255 0.861 -3.917  -0.480
C: -1.482 -2.190 4.973  -1.364
C: 3.683 4.218 0.933  -1.266
C: -3.804 -1.971 -1.710  -1.175
C: 1.103 -3.148 2.463  0.314
C: -0.287 -2.404 4.140  0.998
C: 2.123 3.808 -1.503  -0.845
C: 1.630 -3.880 1.300  -1.727
C: 1.480 0.171 -3.403  -0.301
C: 1.854 -2.283 3.307  0.400
H: 0.496 -1.939 -4.813  0.262
H: 4.362 1.473 -1.688  0.287
H: 2.350 -3.266 0.741  0.340
H: -3.294 -2.757 -2.274  0.342
H: 3.912 3.712 1.882  0.358
H: -4.002 1.855 -1.797  0.258
H: -4.161 1.130 -3.420  0.415
H: -3.759 -2.243 -0.644  0.314
H: 2.154 -4.805 1.600  0.271
H: -4.854 -1.882 -2.005  0.383
H: -1.835 -4.595 3.183  0.341
H: -2.558 -0.670 2.000  -0.182
H: -1.165 3.960 1.878  0.325
H: 4.573 4.731 0.558  0.385
H: 3.463 -0.891 3.425  0.392
H: 3.917 -2.558 3.814  0.310
H: -0.601 -0.045 -5.797  0.355
H: 0.285 1.917 3.605  0.417
H: -2.840 3.394 1.943  0.369
H: 0.819 -4.171 0.617  0.368
H: 0.143 -2.959 -3.461  0.498
H: -3.635 0.740 2.198  0.462
H: -1.013 -4.636 1.605  0.446
H: -0.407 0.283 3.723  -0.285
H: -1.686 -1.802 -5.132  0.426
H: -5.218 0.556 -2.097  0.449
H: 1.651 1.646 -4.967  0.418
H: -1.206 -1.808 5.964  0.319
H: 1.199 -1.445 -1.971  0.806
H: -1.377 1.697 4.199  0.379
H: -2.033 -3.132 5.112  0.437
H: 2.443 -1.010 5.667  0.438
H: -1.828 1.800 -3.902  0.842
H: 0.671 3.546 -3.064  0.480
H: 2.773 3.899 -2.396  0.387
H: 0.816 -1.178 6.363  0.404
H: 2.865 4.925 1.109  0.366
H: -3.139 0.222 0.563  -0.505
H: -2.008 3.491 0.381  0.261
H: 3.618 -2.099 2.128  0.375
H: -0.050 3.737 -1.428  0.444
H: -2.178 -1.466 4.516  0.169
H: -0.493 1.699 -5.717  0.372
H: -3.000 -0.270 -4.282  0.748
H: -2.124 -3.309 1.998  0.150
H: 0.002 -0.317 0.589  0.216
H: 2.004 4.820 -1.074  0.527
H: 2.479 0.369 -3.002  0.498
H: 0.995 1.186 0.672  0.185
H: 5.456 2.505 -0.723  0.439
H: -2.011 -2.527 -3.555  0.039
H: 1.155 0.128 5.211  0.126
H: 4.591 3.183 -2.139  0.409
H: 1.655 -0.022 -5.523  0.440

Orbital gap (alpha / beta) (eV): 5.14 / 4.76
Charge: +1
HOMO level (alpha / beta) (eV): -9.06 / -8.97
Relative energy (zero: lowest compared OMol25 entry of this formula, charge and spin) (kcal/mol): 0.0